# 1
DFT (wB97M-V/def2-TZVPD) results for a single C23H29N3O3 molecule.

```
58
Properties=species:S:1:pos:R:3:nbo_charge:R:1
O -2.767 -1.634 0.999 -0.555
C -1.941 -0.964 0.401 0.493
C -2.122 0.545 0.214 0.595
O -1.249 1.304 0.620 -0.645
N -3.246 0.970 -0.381 -0.413
C -4.319 0.133 -0.863 -0.214
C -5.576 0.366 -0.023 -0.408
C -5.956 1.844 -0.057 -0.399
C -4.776 2.694 0.406 -0.405
C -3.544 2.387 -0.444 -0.227
C -0.669 -1.447 -0.074 -0.273
C 0.250 -0.727 -0.812 0.098
N 1.386 -1.436 -0.978 -0.340
C 2.587 -0.947 -1.604 -0.301
C 2.641 0.589 -1.639 0.668
O 2.739 1.153 -2.714 -0.625
N 2.554 1.251 -0.471 -0.433
C 2.485 0.660 0.846 -0.217
C 3.554 1.197 1.806 -0.414
C 3.298 2.631 2.270 -0.406
C 3.878 3.704 1.343 -0.396
C 3.733 3.405 -0.152 -0.413
C 2.429 2.699 -0.529 -0.236
C 1.238 -2.663 -0.368 0.114
C 2.121 -3.730 -0.271 -0.240
C 1.693 -4.848 0.416 -0.212
C 0.423 -4.906 0.993 -0.228
C -0.458 -3.850 0.899 -0.194
C -0.050 -2.713 0.209 0.010
H -4.518 0.403 -1.908 0.186
H -4.027 -0.915 -0.824 0.233
H -5.370 0.056 1.003 0.214
H -6.389 -0.249 -0.410 0.212
H -6.230 2.125 -1.078 0.192
H -6.822 2.023 0.583 0.212
H -4.551 2.468 1.450 0.206
H -5.015 3.756 0.330 0.212
H -3.728 2.663 -1.488 0.188
H -2.669 2.926 -0.077 0.244
H 0.148 0.257 -1.226 0.239
H 3.461 -1.346 -1.079 0.224
H 2.637 -1.278 -2.649 0.237
H 2.615 -0.419 0.777 0.210
H 1.489 0.854 1.265 0.218
H 3.546 0.540 2.679 0.217
H 4.539 1.119 1.344 0.201
H 3.736 2.771 3.260 0.213
H 2.221 2.773 2.377 0.201
H 4.940 3.835 1.563 0.202
H 3.383 4.650 1.572 0.204
H 3.797 4.346 -0.700 0.216
H 4.560 2.782 -0.496 0.206
H 1.608 3.003 0.123 0.203
H 2.172 2.944 -1.562 0.246
H 3.103 -3.695 -0.718 0.214
H 2.354 -5.697 0.509 0.214
H 0.130 -5.802 1.520 0.214
H -1.440 -3.887 1.342 0.236
```

The calculation puts the total energy at -1283.87250 Ha. As for the HOMO-LUMO gap: 0.322 Ha. The HOMO energy is -8.3 eV. The multiplicity is 1. Its energy above the lowest of the compared OMol25 structures with the same formula, charge and spin is 166.6 kJ/mol.

# 2
DFT (wB97M-V/def2-TZVPD) results for 8 unconnected molecules or ions with the total composition C4H26NO8 at a distorted geometry.

```
39
Properties=species:S:1:pos:R:3:nbo_charge:R:1
O -0.059 2.284 -2.340 -0.313
C 0.805 2.266 -1.217 -0.123
C 0.004 1.950 0.066 -0.225
N -0.806 0.698 0.119 -0.585
C -1.079 -0.196 -1.111 -0.222
C 0.033 -0.869 -1.809 -0.680
H -0.331 3.228 -2.627 0.546
H 1.383 1.333 -1.366 0.315
H 1.446 3.163 -1.065 0.276
H 0.727 2.003 0.941 0.298
H -0.723 2.703 0.354 0.265
H -1.794 0.814 0.533 0.504
H -0.253 0.084 0.779 0.494
H -1.751 -0.967 -0.693 0.259
H -1.726 0.411 -1.722 0.236
H -0.222 -0.827 -2.897 0.261
H 1.052 -0.513 -1.715 0.233
H 0.029 -1.951 -1.651 0.263
H -3.737 0.299 -1.078 0.512
H -3.382 1.857 -1.109 0.478
O -3.422 1.076 -0.556 -0.989
H 4.826 -2.800 -0.939 0.511
H 4.124 -2.806 0.238 0.485
O 4.023 -2.333 -0.600 -0.938
H 3.904 0.564 -0.057 0.495
H 3.393 -0.936 -0.558 0.517
O 3.179 -0.052 -0.150 -0.956
H 1.737 -1.044 1.913 0.515
H 0.547 -1.882 2.380 0.514
O 0.761 -1.045 1.928 -0.997
H -2.391 2.652 4.057 0.487
H -2.258 1.635 2.916 0.446
O -2.748 2.410 3.198 -0.928
H -5.307 -1.152 -1.033 0.506
H -4.270 -1.735 -2.001 0.492
O -4.367 -1.344 -1.127 -0.956
H 2.520 -3.209 4.031 0.504
H 3.446 -3.049 2.744 0.480
O 2.687 -2.722 3.225 -0.981
```

The calculation puts the total energy at -823.91758 Ha. As for the HOMO-LUMO gap (alpha / beta): 0.376 / 0.123 Ha. The HOMO energy (alpha / beta) is -16.5 / -16.5 eV. The multiplicity is 2. The total charge is +2. Its energy above the lowest of the compared OMol25 structures with the same formula, charge and spin is 0.0 kJ/mol.

# 3
DFT (wB97M-V/def2-TZVPD) results for a molecular structure, C12H16N7NbO6P2S2 at a distorted geometry.

```
46
Properties=species:S:1:pos:R:3:nbo_charge:R:1
Nb -0.166 0.028 -0.602 1.704
C 0.372 -3.872 -4.634 -0.736
S -0.828 -4.220 -3.286 0.435
C -0.966 -2.688 -2.440 -0.086
S -0.184 -1.199 -2.917 0.179
N -1.753 -2.614 -1.365 -0.335
N -1.747 -1.414 -0.824 -0.326
C -2.738 -1.173 0.050 0.190
C -2.947 0.065 0.646 0.069
C -3.992 0.302 1.558 -0.126
C -4.213 1.552 2.110 -0.125
C -3.392 2.589 1.693 -0.187
C -2.371 2.330 0.779 0.114
N -2.112 1.111 0.307 -0.443
H 0.575 -4.829 -5.145 0.273
H 1.296 -3.456 -4.213 0.236
H -0.119 -3.157 -5.310 0.249
H -3.454 -1.980 0.217 0.260
H -4.637 -0.534 1.832 0.253
H -5.011 1.725 2.841 0.268
H -3.521 3.601 2.074 0.266
H -1.741 3.140 0.429 0.249
N 2.222 -1.215 2.825 -0.701
C 2.415 -0.166 1.693 -0.625
C 3.711 0.558 1.855 -0.658
P 2.227 -1.029 0.097 2.351
O 3.557 -1.958 0.035 -0.951
O 2.055 -0.032 -1.044 -0.962
O 0.887 -1.798 0.144 -1.020
P 0.970 0.934 1.850 2.363
O 1.472 1.855 3.097 -0.957
O 0.732 1.676 0.537 -0.999
O -0.208 0.027 2.110 -1.079
H 2.679 -2.117 2.584 0.462
H 1.198 -1.359 2.919 0.479
H 2.525 -0.892 3.751 0.459
H 4.531 -0.094 1.551 0.254
H 3.877 0.826 2.900 0.252
H 3.749 1.469 1.244 0.286
H 3.480 -2.643 -0.662 0.547
H 0.718 2.022 3.724 0.542
N 1.186 5.646 -3.404 -0.317
C 0.535 4.666 -3.380 0.361
N -0.336 3.689 -3.606 -0.528
C -0.280 2.766 -2.677 0.694
N -0.255 1.861 -1.943 -0.637
```

The calculation puts the total energy at -2837.29735 Ha. As for the HOMO-LUMO gap (alpha / beta): 0.153 / 0.158 Ha. The HOMO energy (alpha / beta) is -13.5 / -13.6 eV. The multiplicity is 1. The total charge is +2. Its energy above the lowest of the compared OMol25 structures with the same formula, charge and spin is 76.7 kJ/mol.

# 4
DFT (wB97M-V/def2-TZVPD) results for a single C3H3FN2O molecule at a distorted geometry.

```
10
Properties=species:S:1:pos:R:3:nbo_charge:R:1
O -2.086 -0.769 -0.002 -0.651
C -0.792 -0.418 -0.013 0.632
N 0.239 -1.232 0.000 -0.556
C 1.302 -0.373 0.004 0.492
F 2.533 -0.870 -0.005 -0.302
C 0.950 0.934 0.001 -0.223
N -0.452 0.893 -0.004 -0.548
H -2.070 -1.711 0.016 0.500
H 1.484 1.857 -0.001 0.226
H -1.108 1.689 0.004 0.430
```

The calculation puts the total energy at -400.73998 Ha. As for the HOMO-LUMO gap: 0.339 Ha. The HOMO energy is -8.5 eV. The multiplicity is 1. Its energy above the lowest of the compared OMol25 structures with the same formula, charge and spin is 19.1 kJ/mol.

# 5
DFT (wB97M-V/def2-TZVPD) results for a gas-phase ion, C16H27N2O2S (charge +1) at a distorted geometry.

```
48
Properties=species:S:1:pos:R:3:nbo_charge:R:1
C -3.221 -2.289 1.515 -0.631
C -3.205 -1.672 0.126 -0.223
N -2.882 -0.231 0.183 -0.411
C -3.869 0.576 0.938 -0.224
C -3.739 2.013 0.414 -0.425
C -2.741 1.922 -0.745 -0.417
C -2.744 0.446 -1.135 -0.046
C -1.509 0.032 -1.941 -0.257
N -0.271 0.464 -1.308 -0.860
S 0.296 -0.595 -0.089 2.286
O -0.051 -1.925 -0.504 -0.937
O -0.425 -0.168 1.104 -0.967
C 2.034 -0.243 0.029 -0.400
C 2.984 -1.245 -0.178 0.074
C 2.627 -2.665 -0.470 -0.640
C 4.324 -0.889 -0.093 -0.224
C 4.728 0.408 0.192 0.073
C 6.176 0.752 0.299 -0.640
C 3.750 1.373 0.406 -0.225
C 2.398 1.071 0.332 0.068
C 1.392 2.151 0.572 -0.659
H -4.041 -1.914 2.121 0.217
H -2.279 -2.088 2.021 0.230
H -3.332 -3.365 1.426 0.246
H -2.430 -2.167 -0.462 0.241
H -4.171 -1.795 -0.371 0.213
H -1.940 -0.152 0.670 0.481
H -3.665 0.503 2.004 0.236
H -4.867 0.178 0.741 0.220
H -4.704 2.381 0.071 0.231
H -3.382 2.690 1.187 0.235
H -1.738 2.194 -0.418 0.233
H -3.017 2.560 -1.580 0.240
H -3.635 0.199 -1.723 0.226
H -1.582 0.514 -2.917 0.245
H -1.499 -1.056 -2.093 0.225
H 0.460 0.603 -1.989 0.412
H 3.528 -3.268 -0.553 0.227
H 2.000 -3.077 0.317 0.238
H 2.064 -2.747 -1.398 0.237
H 5.074 -1.650 -0.250 0.223
H 6.777 0.113 -0.342 0.230
H 6.511 0.605 1.326 0.241
H 6.352 1.792 0.036 0.229
H 4.048 2.384 0.640 0.222
H 0.583 1.787 1.197 0.245
H 1.866 2.997 1.062 0.233
H 0.969 2.497 -0.370 0.229
```

The calculation puts the total energy at -1283.83978 Ha. As for the HOMO-LUMO gap: 0.362 Ha. The HOMO energy is -12.1 eV. The multiplicity is 1. The total charge is +1. Its energy above the lowest of the compared OMol25 structures with the same formula, charge and spin is 0.0 kJ/mol.

# 6
DFT (wB97M-V/def2-TZVPD) results for a molecular structure, C4H12N2 at a distorted geometry.

```
18
Properties=species:S:1:pos:R:3:nbo_charge:R:1
C -1.794 0.747 0.253 -0.351
C -1.240 -0.427 -0.695 -0.409
C 0.101 -1.029 -0.372 -0.232
C 2.444 -0.544 0.104 -0.416
N 1.207 -0.040 -0.478 -0.646
N -0.576 1.684 0.987 -0.850
H -2.286 0.140 1.010 0.225
H -0.868 1.599 -0.062 0.396
H -1.216 -0.031 -1.716 0.204
H -2.030 -1.183 -0.694 0.221
H 0.226 -1.358 0.677 0.169
H 0.422 -1.878 -0.976 0.200
H 2.413 -0.569 1.214 0.161
H 3.269 0.116 -0.171 0.201
H 2.650 -1.563 -0.233 0.185
H 1.021 0.824 0.007 0.384
H -1.220 2.259 1.531 0.354
H -2.525 1.251 -0.388 0.203
```

The calculation puts the total energy at -268.96883 Ha. As for the HOMO-LUMO gap: 0.339 Ha. The HOMO energy is -8.3 eV. The multiplicity is 1. Its energy above the lowest of the compared OMol25 structures with the same formula, charge and spin is 387.3 kJ/mol.